# 1
Density functional theory data (the ωB97M-V functional and the def2-TZVPD basis) for a single C19H28N2O5S molecule.

The calculation puts the LUMO energy at 0.559 eV. The HOMO-LUMO gap is 0.3532 hartree. The calculation puts the molecular weight at 396.51 g/mol. Its structure (SMILES) is CCCC[C@H]1CC[C@H](C(=O)OCC(=O)Nc2ccc(S(N)(=O)=O)cc2)CC1. Its largest force on an atom is 0.015 hartree/bohr.

Last column: Löwdin charge in e.
Element x y z (Å)
C: 0.153 -7.472 -1.783  -0.1179
C: -0.931 -6.567 -1.211  -0.2756
C: -0.526 -5.095 -1.260  -0.2211
H: -0.317 -4.823 -2.296  0.1084
C: -1.617 -4.192 -0.688  -0.1800
H: -1.826 -4.511 0.336  0.1221
H: -2.530 -4.333 -1.267  0.1089
C: -1.225 -2.708 -0.661  -0.3240
C: -2.151 -1.900 0.255  -0.1475
C: -3.563 -1.778 -0.311  -0.1362
H: -4.023 -2.764 -0.382  0.1186
H: -4.171 -1.165 0.356  0.1184
C: -3.537 -1.128 -1.698  -0.2058
C: -3.236 0.351 -1.558  -0.4561
O: -3.679 1.056 -0.692  0.1420
O: -2.442 0.825 -2.542  -0.0140
C: -2.227 2.227 -2.562  -0.0535
H: -1.944 2.480 -3.587  0.1462
H: -3.150 2.755 -2.301  0.1430
C: -1.133 2.739 -1.617  -0.4261
O: -0.942 3.925 -1.494  0.0916
N: -0.440 1.750 -0.997  0.1586
C: 0.582 1.855 -0.054  -0.1922
C: 1.117 0.670 0.457  0.0001
C: 2.127 0.714 1.396  -0.0497
C: 2.605 1.938 1.819  -0.2998
C: 2.091 3.118 1.319  -0.0413
C: 1.077 3.085 0.380  0.0186
H: 0.664 3.995 -0.020  0.1052
H: 2.503 4.053 1.663  0.1176
S: 3.880 1.993 3.057  0.6181
O: 4.541 0.722 3.121  -0.3028
O: 4.658 3.187 2.899  -0.2985
N: 2.949 2.159 4.453  -0.0584
H: 3.115 3.041 4.910  0.0631
H: 3.084 1.387 5.085  0.0623
H: 2.565 -0.184 1.802  0.1144
H: 0.739 -0.283 0.114  0.1008
H: -0.709 0.801 -1.230  0.1122
C: -2.603 -1.886 -2.642  -0.1366
C: -1.206 -2.070 -2.055  -0.1416
H: -0.612 -2.682 -2.735  0.1112
H: -0.712 -1.097 -1.995  0.0974
H: -3.044 -2.864 -2.841  0.1178
H: -2.529 -1.359 -3.594  0.1176
H: -4.554 -1.156 -2.114  0.1617
H: -2.195 -2.371 1.239  0.1188
H: -1.743 -0.895 0.396  0.1069
H: -0.210 -2.654 -0.248  0.1329
H: 0.396 -4.957 -0.689  0.1193
H: -1.855 -6.706 -1.777  0.1087
H: -1.132 -6.852 -0.176  0.1082
H: -0.155 -8.514 -1.737  0.0669
H: 0.353 -7.220 -2.822  0.0704
H: 1.077 -7.363 -1.221  0.0708

***

# 2
Density functional theory data (the ωB97M-V functional and the def2-TZVPD basis) for 4 unconnected molecules or ions with the total composition CH9NO5 at a distorted geometry.

The calculation puts the LUMO energy at 0.528 eV. The HOMO-LUMO gap is 0.4158 hartree. The calculation puts the molecular weight at 115.09 g/mol. Its structure (SMILES) is NC(=O)O.O.O.O. Its largest force on an atom is 0.020 hartree/bohr.

Last column: Löwdin charge in e.
Element x y z (Å)
N: 1.241 2.019 -1.114  0.1818
C: 0.932 0.908 -0.404  -0.6591
O: 1.218 -0.238 -1.071  0.0883
O: 0.360 0.940 0.650  0.0912
H: 1.881 1.914 -1.880  0.1087
H: 0.631 2.805 -0.987  0.1140
H: 1.897 -0.758 -0.618  0.1152
H: 0.423 -2.578 1.747  0.0428
H: 0.496 -1.233 0.995  0.0006
O: 1.030 -1.977 1.300  -0.0620
H: -0.967 2.344 2.510  0.0119
H: -2.422 2.332 2.852  0.0352
O: -1.578 2.671 3.186  -0.0689
H: -2.058 -3.469 -3.637  0.0306
H: -2.655 -4.351 -2.601  0.0301
O: -2.403 -3.432 -2.739  -0.0606

***

# 3
Density functional theory data (the ωB97M-V functional and the def2-TZVPD basis) for 7 unconnected molecules or ions with the total composition C39H37N7O13 at a distorted geometry.

The calculation puts the LUMO energy at -1.604 eV. The HOMO-LUMO gap is 0.2744 hartree. The calculation puts the molecular weight at 811.76 g/mol. Its structure (SMILES) is O=[N+]([O-])c1ccccc1.O=[N+]([O-])c1ccccc1.O=[N+]([O-])c1ccccc1.O=[N+]([O-])c1ccccc1.O=[N+]([O-])c1ccccc1.O=[N+]([O-])c1ccccc1.CN(C)C=O. Its largest force on an atom is 0.326 hartree/bohr.

Last column: Löwdin charge in e.
Element x y z (Å)
C: -9.988 25.730 52.988  -0.0350
C: -11.153 26.745 53.392  0.0349
C: -12.314 26.160 54.122  0.0286
C: -12.531 24.635 54.223  -0.0488
C: -11.354 23.713 53.875  0.0973
C: -10.069 24.372 53.230  -0.0365
N: -13.866 24.032 54.654  -0.2792
O: -14.519 24.654 55.628  0.0084
O: -14.187 22.879 54.259  0.0206
H: -9.287 26.193 52.524  0.0159
H: -11.072 27.757 53.169  0.0562
H: -12.907 26.925 54.286  0.0257
H: -11.454 22.746 54.063  0.0271
H: -9.158 23.825 53.142  0.0838
C: -10.276 20.393 51.238  -0.0491
C: -11.185 20.515 50.053  0.0431
C: -11.383 19.203 49.215  0.1074
C: -10.510 17.988 49.499  -0.1191
C: -9.391 18.209 50.518  0.0171
C: -9.446 19.272 51.457  -0.1044
N: -10.667 16.889 48.670  -0.3834
O: -9.912 15.866 48.826  0.0330
O: -11.565 16.921 47.888  0.0747
H: -10.287 21.110 51.960  0.0431
H: -11.620 21.349 49.919  -0.0110
H: -12.122 19.262 48.371  0.0807
H: -8.726 17.279 50.641  0.1267
H: -8.663 19.319 52.333  0.1388
C: -15.562 16.794 43.988  -0.0339
C: -15.070 16.971 45.509  0.0691
C: -14.059 18.174 45.679  0.0229
C: -13.708 19.149 44.648  -0.1070
C: -14.109 18.754 43.183  0.0193
C: -14.908 17.517 42.908  -0.1145
N: -12.778 20.276 44.992  -0.3117
O: -11.943 20.547 43.981  0.0021
O: -12.833 20.650 46.117  0.0741
H: -16.265 16.032 43.636  0.0733
H: -15.140 16.569 46.335  -0.0355
H: -13.736 18.164 46.775  0.1014
H: -13.848 19.410 42.240  0.1271
H: -15.196 17.300 41.769  0.1324
C: -19.079 23.230 50.874  -0.0862
C: -20.568 23.613 51.338  0.0158
C: -21.616 23.406 50.208  0.0058
C: -21.267 22.966 48.817  -0.1576
C: -19.813 22.790 48.499  0.0686
C: -18.741 22.870 49.603  -0.0880
N: -22.246 22.872 47.783  -0.3366
O: -22.041 22.104 46.790  0.0444
O: -23.257 23.613 47.841  0.0473
H: -18.266 23.209 51.581  0.0730
H: -20.764 24.003 52.377  0.0881
H: -22.788 23.712 50.372  0.1445
H: -19.635 22.703 47.455  0.0790
H: -17.671 22.906 49.145  0.1110
C: -13.468 26.768 47.821  -0.1294
C: -13.684 25.455 47.257  0.0427
C: -12.487 24.387 47.470  0.0558
C: -11.290 24.808 48.204  -0.1162
C: -11.246 26.196 48.916  0.1371
C: -12.448 27.155 48.588  -0.0441
N: -10.237 23.802 48.440  -0.3049
O: -9.645 23.719 49.614  -0.0069
O: -9.839 23.144 47.457  0.0749
H: -14.076 27.562 47.614  0.0755
H: -14.349 25.223 46.548  0.0356
H: -12.411 23.323 47.003  0.1171
H: -10.533 26.503 49.473  0.0028
H: -12.304 28.144 48.783  0.0639
C: -18.688 15.948 48.342  -0.0735
C: -17.821 16.994 48.910  0.0521
C: -17.372 18.200 48.073  0.1103
C: -18.235 18.389 46.824  -0.0749
C: -19.068 17.250 46.159  0.0404
C: -19.340 16.070 47.094  -0.0840
N: -18.150 19.716 46.149  -0.3059
O: -18.833 19.924 45.120  0.0512
O: -17.230 20.511 46.588  -0.0127
H: -19.039 15.191 48.878  0.0411
H: -17.587 17.013 49.791  -0.0108
H: -16.796 18.816 48.459  -0.0164
H: -19.589 17.323 45.077  0.1417
H: -20.217 15.285 46.915  0.1359
C: -15.064 20.811 51.139  -0.3422
O: -15.002 19.656 50.753  -0.0088
N: -14.909 21.861 50.298  -0.1755
C: -14.812 23.247 50.785  -0.0805
C: -14.878 21.703 48.813  -0.0290
H: -15.074 20.923 52.213  0.1244
H: -15.021 23.435 51.980  0.1129
H: -15.603 23.874 50.279  0.0745
H: -13.728 23.647 50.615  0.1002
H: -14.660 22.543 48.207  0.0469
H: -15.912 21.416 48.463  0.0796
H: -14.069 21.010 48.532  0.0741

***

# 4
Density functional theory data (the ωB97M-V functional and the def2-TZVPD basis) for a single C6H10O2S2 molecule.

The calculation puts the LUMO energy at 0.391 eV. The HOMO-LUMO gap is 0.3571 hartree. The calculation puts the molecular weight at 178.28 g/mol. Its structure (SMILES) is C=CCSSCCC(=O)O. Its largest force on an atom is 0.019 hartree/bohr.

Last column: Löwdin charge in e.
Element x y z (Å)
C: 2.029 -0.054 -1.585  -0.5706
C: 1.781 -0.474 -0.141  -0.1718
C: 1.168 0.715 0.623  -0.5219
C: -2.311 -0.669 1.073  -0.5784
C: -1.367 -1.178 2.116  -0.2718
C: -1.226 -0.603 3.315  0.0025
H: 0.531 -1.103 -2.074  0.0494
H: 1.118 -1.344 -0.045  0.0888
H: 2.735 -0.746 0.339  0.1310
H: 1.066 0.494 1.691  0.0617
H: 1.847 1.585 0.537  0.0859
H: -3.067 -1.461 0.837  0.0894
H: -2.845 0.221 1.415  0.0690
H: -0.799 -2.068 1.809  0.1038
H: -0.590 -1.066 4.088  0.0662
H: -1.781 0.305 3.568  0.0686
O: 1.165 -0.535 -2.491  0.1026
O: 2.918 0.676 -1.909  0.1222
S: -0.385 1.352 -0.067  0.5501
S: -1.572 -0.250 -0.519  0.5233